one | Below is an isolated molecule of C26H30N6O3, with properties calculated with ωB97M-V/def2-TZVPD.

```
65
C26H30N6O3 | the OMol25 dataset | ωB97M-V/def2-TZVPD
C -6.176 -1.504 0.588
H -7.111 -2.013 0.358
O -6.181 -0.329 -0.188
C -5.101 0.495 -0.114
C -3.994 0.285 0.685
C -2.928 1.193 0.662
C -2.988 2.323 -0.171
C -4.120 2.535 -0.963
C -5.156 1.636 -0.934
H -6.034 1.779 -1.543
H -4.171 3.405 -1.601
N -1.920 3.182 -0.191
C -0.751 3.034 0.520
O 0.138 3.866 0.399
C -0.703 1.859 1.382
C -1.748 1.004 1.442
H -1.694 0.139 2.088
C 0.550 1.613 2.179
N 1.543 0.927 1.346
C 2.533 1.834 0.793
H 3.353 2.029 1.505
H 2.024 2.775 0.576
C 3.123 1.331 -0.527
C 3.908 2.435 -1.254
H 4.257 3.173 -0.531
H 3.298 2.938 -1.999
C 5.094 1.681 -1.851
H 4.813 1.213 -2.795
H 5.967 2.309 -2.007
C 5.322 0.613 -0.786
H 5.819 -0.285 -1.158
H 5.905 1.023 0.052
O 4.033 0.239 -0.342
H 2.300 0.961 -1.153
C 2.139 -0.222 2.014
C 1.144 -1.319 2.133
N 0.057 -1.315 2.874
N -0.553 -2.474 2.666
N 0.099 -3.193 1.852
N 1.186 -2.511 1.486
C 2.119 -3.061 0.545
H 3.135 -2.959 0.938
H 1.864 -4.120 0.465
C 2.009 -2.379 -0.827
C 0.574 -2.312 -1.272
C -0.042 -3.427 -1.827
C -1.372 -3.382 -2.205
C -2.099 -2.215 -2.038
C -1.493 -1.101 -1.485
C -0.167 -1.151 -1.092
H 0.293 -0.284 -0.637
H -2.056 -0.189 -1.358
H -3.135 -2.173 -2.338
H -1.840 -4.256 -2.632
H 0.526 -4.336 -1.966
H 2.432 -1.377 -0.763
H 2.601 -2.960 -1.536
H 2.503 0.033 3.027
H 2.985 -0.558 1.413
H 0.296 0.976 3.027
H 0.943 2.568 2.549
H -1.971 3.999 -0.789
H -3.907 -0.576 1.326
H -6.141 -1.278 1.658
H -5.334 -2.153 0.327
```

Summary:
- LUMO level (hartree) = 0.0132
- HOMO level (eV) = -7.93
- SMILES string = COc1ccc2[nH]c(=O)c(CN(Cc3nnnn3CCc3ccccc3)C[C@H]3CCCO3)cc2c1

Mulliken atomic charges, in units of e: -0.7891, 0.2428, -0.4690, 0.4146, 0.2818, -0.0058, -0.1387, -0.7799, -0.7768, 0.4593, 0.3975, 0.0097, 0.3106, -0.7900, 0.3027, 0.0041, 0.5770, -1.9566, 1.0559, -1.6737, 0.1119, 0.5132, 0.8991, -0.7565, 0.3977, 0.3904, -0.7090, 0.2800, 0.3990, -0.5456, 0.3456, 0.2711, -0.4257, -0.0725, -0.6337, 0.3038, -0.2436, -0.8261, -0.4503, 0.8187, -0.9998, 0.4222, 0.4040, 0.1837, -0.2911, -0.5529, -0.7095, -0.6944, -0.9186, 0.7233, 0.3265, 0.7397, 0.4618, 0.3797, 0.4262, -0.6124, 0.6657, 0.3956, 0.3275, 0.7443, 0.4384, 0.2395, 0.5306, 0.3130, 0.3133

=====

two | Below is an isolated molecule of C26H30N6O3, with properties calculated with ωB97M-V/def2-TZVPD.

```
65
C26H30N6O3 | the OMol25 dataset | ωB97M-V/def2-TZVPD
C -3.410 -1.267 1.430
N -2.722 -2.308 0.695
N -3.178 -3.522 0.593
O -4.254 -3.763 1.139
C -1.451 -2.046 0.076
H -1.090 -2.988 -0.340
H -0.748 -1.701 0.846
C -1.552 -0.970 -1.023
N -0.229 -0.420 -1.339
N 0.810 -1.119 -1.687
O 0.716 -2.344 -1.720
C -0.031 1.015 -1.372
H -1.007 1.490 -1.279
H 0.407 1.294 -2.334
C 0.902 1.542 -0.238
N 0.985 0.554 0.844
N -0.016 0.382 1.642
O -1.030 1.063 1.444
C 2.128 -0.300 1.079
H 2.882 -0.089 0.322
H 1.814 -1.345 0.982
C 2.710 -0.073 2.481
C 3.266 1.317 2.618
C 4.549 1.607 2.174
C 5.060 2.887 2.286
C 4.289 3.896 2.839
C 3.005 3.619 3.274
C 2.496 2.336 3.164
H 1.496 2.122 3.512
H 2.398 4.402 3.705
H 4.689 4.895 2.932
H 6.063 3.097 1.945
H 5.155 0.822 1.744
H 3.499 -0.809 2.642
H 1.921 -0.237 3.216
C 2.247 1.995 -0.730
C 2.764 3.199 -0.268
C 4.000 3.644 -0.702
C 4.734 2.889 -1.600
C 4.222 1.691 -2.068
C 2.984 1.245 -1.642
H 2.588 0.310 -2.014
H 4.788 1.099 -2.772
H 5.699 3.235 -1.937
H 4.387 4.583 -0.337
H 2.199 3.791 0.436
H 0.390 2.399 0.225
C -2.191 -1.506 -2.316
C -3.636 -1.871 -2.119
C -4.047 -3.197 -2.153
C -5.376 -3.526 -1.955
C -6.310 -2.532 -1.722
C -5.912 -1.206 -1.697
C -4.583 -0.878 -1.896
H -4.279 0.160 -1.882
H -6.637 -0.425 -1.517
H -7.346 -2.789 -1.557
H -5.679 -4.561 -1.971
H -3.320 -3.977 -2.323
H -1.627 -2.377 -2.654
H -2.113 -0.727 -3.081
H -2.151 -0.145 -0.629
H -2.710 -0.490 1.725
H -4.212 -0.843 0.820
H -3.864 -1.726 2.310
```

Summary:
- LUMO level (hartree) = 0.0155
- HOMO level (eV) = -8.71
- SMILES string = CN(C[C@H](Cc1ccccc1)N(C[C@H](c1ccccc1)N(CCc1ccccc1)N=O)N=O)N=O

Mulliken atomic charges, in units of e: -0.7673, 0.9341, -0.3851, -0.5886, -1.5958, 0.3339, 0.7960, -0.3072, 1.0954, -0.1648, -0.5585, -1.5282, 0.0479, 0.7055, 0.4782, 1.6388, -0.7407, -0.6476, -0.4717, 0.2770, 0.4546, -1.8123, 0.6047, -0.1370, -0.8104, -0.3487, -0.8576, -0.1091, 0.4135, 0.4038, 0.4214, 0.4155, 0.4385, 0.5607, 0.4851, -0.1049, -0.4261, -0.7147, -0.6492, -0.9305, -0.1967, 0.4757, 0.4446, 0.4155, 0.4674, 0.4386, 0.8579, -1.1083, 0.5174, -0.3488, -0.5951, -0.4047, -0.7028, -0.2733, 0.3707, 0.3950, 0.3934, 0.3768, 0.3424, 0.4922, 0.4058, 0.5501, 0.2923, 0.1961, 0.3491

=====

Relative energy of each structure, in hartree: one 0.0000; two 0.1906.

=====

one | Below is a cluster of 2 separate species, C3HF3O in total, with properties calculated with ωB97M-V/def2-TZVPD.

```
8
C3HF3O | the OMol25 dataset | ωB97M-V/def2-TZVPD
C 0.653 -0.159 -0.464
C -0.829 -1.089 0.749
C 0.406 1.116 -0.581
O -1.928 -1.321 0.370
F -0.236 -1.476 1.854
F -0.648 1.688 0.008
F 1.131 1.995 -1.246
H 1.449 -0.754 -0.690
```

Summary:
- LUMO level (hartree) = 0.0064
- HOMO level (eV) = -10.68

Mulliken atomic charges, in units of e: -0.5153, 0.4842, 0.5448, -0.3617, -0.1598, -0.1858, -0.2017, 0.3954

=====

two | Below is a cluster of 2 separate species, C3HF3O in total, with properties calculated with ωB97M-V/def2-TZVPD.

```
8
C3HF3O | the OMol25 dataset | ωB97M-V/def2-TZVPD
C 1.215 0.768 0.184
C 1.732 0.851 -0.905
C -1.500 -0.890 0.396
O -1.035 -1.485 -0.480
F 2.310 1.251 -1.998
F -1.854 -1.206 1.623
F -1.574 0.443 0.213
H 0.705 0.266 0.967
```

Summary:
- LUMO level (hartree) = 0.0209
- HOMO level (eV) = -10.67
- SMILES string = O=C(F)F.C#CF

Mulliken atomic charges, in units of e: -0.4142, 0.3058, 0.5953, -0.2844, -0.2121, -0.1577, -0.1575, 0.3247

=====

Relative energy of each structure, in hartree: one 0.0000; two 0.0071.

=====

one | Below is a structure of composition C40H40CsN11S2Sb2Se4, with properties calculated with ωB97M-V/def2-TZVPD.

```
100
C40H40CsN11S2Sb2Se4 | the OMol25 dataset | ωB97M-V/def2-TZVPD
Cs -0.212 0.913 0.450
N -0.246 -2.996 3.762
C -0.330 -2.160 2.614
N 0.606 -1.081 2.606
C 0.897 -0.521 3.738
N 1.696 0.598 3.886
N 2.035 1.154 2.741
C 2.845 2.173 2.812
C 3.295 2.859 1.628
C 4.198 3.939 1.762
C 4.679 4.574 0.643
C 4.267 4.139 -0.616
C 3.370 3.083 -0.661
N 2.878 2.463 0.407
C 0.415 -1.088 5.019
C 0.553 -0.440 6.242
C 0.134 -1.041 7.418
C -0.423 -2.319 7.367
C -0.566 -2.983 6.165
C -0.151 -2.371 4.976
H -0.822 -3.833 3.680
H -0.238 -2.774 1.723
H 3.215 2.504 3.784
H 4.501 4.252 2.754
H 5.370 5.405 0.741
H 4.630 4.598 -1.526
H 3.010 2.717 -1.619
H 1.006 0.542 6.244
H 0.237 -0.526 8.365
H -0.763 -2.796 8.279
H -1.019 -3.966 6.119
C -0.199 -1.448 -4.471
C -1.049 -0.258 -4.709
N -1.260 0.310 -5.857
N -2.127 1.323 -5.560
C -2.465 1.402 -4.258
S -3.571 2.442 -3.557
N -1.736 0.384 -3.711
N -1.694 0.093 -2.348
H 0.145 -1.821 -5.433
H -0.764 -2.226 -3.954
H 0.658 -1.206 -3.841
H -2.505 1.909 -6.279
H -0.846 -0.456 -2.175
H -2.484 -0.514 -2.101
Se -2.173 -5.249 1.971
Sb -3.407 -3.277 1.194
Se -2.219 -1.337 2.432
Se -2.997 -2.907 -1.216
Se -5.730 -3.079 1.806
C 0.896 -5.167 -0.582
C 1.242 -3.741 -0.848
C 2.455 -3.078 -0.955
C 2.122 -1.734 -1.196
N 0.803 -1.583 -1.239
N 0.294 -2.813 -1.021
C 3.031 -0.558 -1.359
H 1.766 -5.697 -0.196
H 0.563 -5.666 -1.495
H 0.084 -5.240 0.147
H 3.439 -3.503 -0.838
H -0.736 -2.942 -0.997
H 4.071 -0.887 -1.370
H 2.914 0.153 -0.538
H 2.831 -0.027 -2.293
S 0.261 3.110 -2.486
Sb 0.421 5.177 -1.635
C -1.380 6.249 -1.810
C -2.364 5.718 -2.634
C -3.575 6.386 -2.768
C -3.793 7.572 -2.085
C -2.810 8.095 -1.252
C -1.602 7.430 -1.106
C 0.909 5.490 0.396
C 1.766 6.518 0.768
C 2.025 6.740 2.114
C 1.446 5.928 3.079
C 0.602 4.892 2.707
C 0.324 4.683 1.365
C 1.825 6.349 -2.707
C 2.749 5.683 -3.506
C 3.675 6.404 -4.246
C 3.679 7.790 -4.190
C 2.750 8.460 -3.404
C 1.820 7.740 -2.667
H -2.216 4.768 -3.139
H -4.345 5.952 -3.394
H -4.741 8.087 -2.184
H -2.992 9.011 -0.704
H -0.851 7.817 -0.425
H 2.255 7.129 0.018
H 2.698 7.537 2.407
H 1.670 6.088 4.126
H 0.176 4.235 3.454
H -0.348 3.882 1.075
H 2.715 4.599 -3.556
H 4.388 5.884 -4.874
H 4.401 8.354 -4.768
H 2.744 9.542 -3.372
H 1.081 8.270 -2.075
```

Summary:
- LUMO level (hartree) = 0.1100
- HOMO level (eV) = -1.96
- net charge = -2

Mulliken atomic charge list, values in e, 99 entries: 1.2317, 0.1400, -0.9198, -0.0251, 0.3384, -1.1305, 0.6479, -1.0289, 0.8515, -0.9167, -0.5151, -0.6545, -0.3501, 0.1424, 0.6764, -0.1518, -0.8206, -0.2932, -0.7351, -0.1433, 0.1355, 0.0595, 0.2318, 0.4093, 0.3998, 0.4639, 0.5207, 0.4442, 0.3555, 0.3638, 0.3976, -0.8814, 1.0271, -0.9721, 0.2657, 0.0162, -0.4528, 0.4325, -0.2912, 0.3821, 0.2454, 0.0694, 0.1751, -0.0539, 0.1176, -0.7994, 0.7239, -0.2283, -0.8016, -0.7254, -0.9791, 0.3742, -1.1060, 0.3082, -0.1730, 1.0130, -0.7976, 0.3537, 0.2602, 0.0064, 0.4280, -0.3311, 0.3760, -0.1246, 0.2169, -0.2623, 0.7390, 0.5302, -0.4646, -0.4474, -0.3595, -0.7099, -0.3159, 0.5420, -0.1235, -0.6364, -0.5286, -0.7003, -0.8799, 0.5763, -0.7632, -0.5623, -0.4944, -0.5938, -0.3274, 0.0596, 0.4389, 0.3642, 0.3679, 0.3194, 0.3366, 0.3759, 0.3918, 0.4054, 0.6121, 0.4383, 0.3909, 0.3623, 0.3910

=====

two | Below is a structure of composition C40H40CsN11S2Sb2Se4, with properties calculated with ωB97M-V/def2-TZVPD.

```
100
C40H40CsN11S2Sb2Se4 | the OMol25 dataset | ωB97M-V/def2-TZVPD
Cs 0.342 -0.615 0.259
N 3.886 -3.966 -1.225
C 3.317 -2.766 -1.051
N 3.531 -1.952 -0.055
C 4.337 -2.404 0.966
N 4.313 -1.885 2.146
N 3.200 -1.120 2.396
C 3.348 0.055 2.827
C 2.173 0.829 3.312
C 2.338 2.181 3.586
C 1.277 2.914 4.087
C 0.081 2.267 4.318
C 0.006 0.913 4.008
N 1.009 0.198 3.512
C 5.207 -3.570 0.714
C 6.240 -3.955 1.569
C 6.936 -5.126 1.351
C 6.586 -5.945 0.268
C 5.571 -5.583 -0.588
C 4.884 -4.382 -0.375
H 3.399 -4.591 -1.906
H 2.620 -2.470 -1.834
H 4.329 0.533 2.886
H 3.298 2.645 3.396
H 1.383 3.974 4.284
H -0.788 2.792 4.689
H -0.922 0.375 4.168
H 6.461 -3.320 2.417
H 7.734 -5.420 2.021
H 7.114 -6.876 0.102
H 5.283 -6.209 -1.423
C -1.887 -4.895 3.811
C -2.447 -4.290 2.581
N -3.107 -4.913 1.662
N -3.324 -3.961 0.706
C -2.781 -2.773 1.002
S -2.838 -1.386 0.054
N -2.257 -2.974 2.250
N -1.287 -2.206 2.912
H -2.316 -5.887 3.934
H -2.098 -4.278 4.684
H -0.803 -4.987 3.718
H -3.463 -4.237 -0.276
H -0.399 -2.539 2.522
H -1.383 -1.239 2.605
Se 1.589 -5.411 -3.148
Sb -0.042 -3.897 -2.048
Se 0.388 -4.010 0.403
Se 0.514 -1.593 -2.911
Se -2.383 -4.411 -2.603
C 4.826 0.482 -2.476
C 3.869 1.365 -1.751
C 4.022 2.553 -1.061
C 2.743 2.830 -0.514
N 1.879 1.885 -0.846
N 2.582 1.021 -1.610
C 2.287 3.987 0.317
H 5.651 1.064 -2.887
H 4.330 -0.046 -3.292
H 5.231 -0.273 -1.800
H 4.929 3.127 -0.956
H 2.120 0.185 -1.983
H 2.238 4.907 -0.271
H 2.967 4.167 1.153
H 1.293 3.778 0.714
S -1.539 2.239 1.357
Sb -2.780 2.176 -0.524
C -3.196 4.215 -1.001
C -2.655 5.232 -0.224
C -2.923 6.562 -0.531
C -3.731 6.878 -1.613
C -4.272 5.864 -2.395
C -4.003 4.538 -2.091
C -2.072 1.485 -2.362
C -2.585 0.351 -2.986
C -2.182 0.054 -4.280
C -1.290 0.886 -4.938
C -0.754 1.994 -4.297
C -1.142 2.301 -3.000
C -4.750 1.494 -0.243
C -5.234 1.596 1.057
C -6.532 1.198 1.343
C -7.342 0.697 0.333
C -6.858 0.601 -0.964
C -5.561 1.003 -1.259
H -2.024 4.969 0.619
H -2.497 7.352 0.076
H -3.937 7.915 -1.852
H -4.900 6.108 -3.243
H -4.421 3.752 -2.711
H -3.233 -0.344 -2.468
H -2.523 -0.864 -4.739
H -0.956 0.629 -5.935
H -0.015 2.610 -4.794
H -0.718 3.163 -2.497
H -4.584 1.950 1.850
H -6.904 1.261 2.358
H -8.349 0.368 0.561
H -7.481 0.193 -1.750
H -5.194 0.910 -2.273
```

Summary:
- LUMO level (hartree) = 0.1168
- HOMO level (eV) = -1.49
- net charge = -2

Mulliken atomic charge list, values in e, 99 entries: -0.4130, 0.7802, -1.2424, 0.1772, 0.3171, -0.9175, 0.2767, -0.8346, 0.9221, -0.7013, -0.3175, -0.6476, -0.1031, -0.1521, 0.7180, -0.4707, -0.6808, -0.2818, -0.7461, -0.0999, -0.2135, 0.8184, 0.3076, 0.3352, 0.4001, 0.4048, 0.4211, 0.4489, 0.3665, 0.3724, 0.4517, -1.1133, 0.9352, -0.9367, 0.4843, -1.0461, 0.3096, 0.5694, -0.6748, 0.3558, 0.3013, 0.2035, 0.1739, 0.1402, 0.1684, -0.8969, 0.9576, -0.7156, -0.5989, -0.8205, -1.2692, 0.6703, -1.2469, 0.6891, -0.4058, 0.7954, -1.0259, 0.3792, 0.3281, 0.1117, 0.4269, -0.2531, 0.2916, 0.2799, 0.0806, -0.1548, 1.1290, 0.3972, -0.5914, -0.4922, -0.4091, -0.6093, -0.3988, 0.8156, 0.1135, -0.8705, -0.3553, -0.5800, -0.6895, 0.8647, -0.7341, -0.5999, -0.4243, -0.7306, -0.3185, 0.2874, 0.3851, 0.3500, 0.3733, 0.3403, 0.3222, 0.3455, 0.3459, 0.3699, 0.3079, 0.3000, 0.3786, 0.3649, 0.3829

=====

Relative energy of each structure, in hartree: one 0.0000; two 0.0040.

=====

one | Below is a structure of composition CH3IS2, with properties calculated with ωB97M-V/def2-TZVPD.

```
7
CH3IS2 | the OMol25 dataset | ωB97M-V/def2-TZVPD
C 1.129 -0.120 -0.031
S -0.113 0.892 -0.898
S -1.476 1.050 0.548
I -3.594 -1.108 0.100
H 1.467 0.561 0.698
H 1.948 -0.321 -0.682
H 0.640 -0.955 0.265
```

Summary:
- LUMO level (alpha / beta) (hartree) = -0.1007 / -0.1008
- HOMO level (alpha / beta) (eV) = -9.13 / -9.13

Mulliken atomic charges, in units of e: -0.7759, 0.0869, -0.1225, -0.1240, 0.3149, 0.2983, 0.3222

=====

two | Below is a structure of composition CH3IS2, with properties calculated with ωB97M-V/def2-TZVPD.

```
7
CH3IS2 | the OMol25 dataset | ωB97M-V/def2-TZVPD
C -0.768 -0.549 -0.001
S 2.037 0.328 0.001
S 0.081 1.050 -0.001
I -2.872 -0.162 0.000
H -0.522 -1.108 -0.899
H -0.522 -1.108 0.898
H 2.566 1.548 0.001
```

Summary:
- LUMO level (hartree) = 0.0035
- HOMO level (eV) = -8.46

Mulliken atomic charges, in units of e: -0.8272, -0.1939, 0.0375, 0.0791, 0.3770, 0.3768, 0.1508

=====

Relative energy of each structure, in hartree: one 0.0201; two 0.0000.